[1]
A molecular structure, C21H51LuN9S. Source: the Open Molecules 2025 dataset; level of theory: wB97M-V/def2-TZVPD.

Structure (ORCA input):
```
! RIJCOSX wB97M-V def2-TZVPD def2/J DEFGRID3
* xyz 3 1
Lu -0.116 0.706 0.789
C -0.017 -2.504 2.434
C -1.237 -2.522 1.527
N -1.685 -1.188 0.984
C -2.902 -0.707 1.684
C -2.517 -0.082 2.998
N -1.674 1.113 2.726
C -1.173 1.707 4.000
C 0.151 1.117 4.449
C 1.345 1.855 3.884
N 1.539 1.745 2.393
C 2.812 1.042 2.083
C 2.620 -0.436 2.274
N 1.626 -0.964 1.303
C 1.294 -2.382 1.688
H -0.010 -3.447 2.985
H -0.094 -1.732 3.205
H -2.090 -2.966 2.043
H -1.017 -3.146 0.662
H -1.936 -1.377 0.016
H -3.615 -1.522 1.828
H -3.400 0.034 1.047
H -1.950 -0.776 3.618
H -3.404 0.203 3.570
H -2.329 1.795 2.355
H -1.944 1.585 4.764
H -1.065 2.785 3.849
H 0.194 0.050 4.211
H 0.216 1.166 5.537
H 2.266 1.530 4.371
H 1.241 2.916 4.117
H 1.660 2.697 2.072
H 3.625 1.401 2.720
H 3.095 1.262 1.048
H 2.247 -0.643 3.280
H 3.567 -0.971 2.178
H 2.098 -1.036 0.400
H 2.121 -2.761 2.290
H 1.260 -2.973 0.775
C -2.253 2.534 -1.172
C -2.187 3.177 0.195
N -0.807 3.137 0.749
C 0.112 4.068 0.027
C 1.427 3.418 -0.377
N 1.205 2.051 -0.912
C 0.580 2.149 -2.273
C -0.618 1.245 -2.457
N -1.488 1.251 -1.247
H -1.859 3.207 -1.932
H -3.297 2.366 -1.440
H -2.852 2.646 0.877
H -2.566 4.201 0.144
H -0.867 3.456 1.711
H 0.316 4.948 0.640
H -0.408 4.445 -0.853
H 2.124 3.352 0.456
H 1.925 4.048 -1.119
H 2.122 1.632 -1.042
H 1.324 1.913 -3.035
H 0.316 3.193 -2.438
H -0.298 0.221 -2.611
H -1.189 1.566 -3.333
H -2.154 0.497 -1.398
C 1.415 -2.288 -5.267
N 1.523 -2.251 -3.802
C 2.811 -1.772 -3.310
C 0.478 -2.463 -2.999
S 0.418 -1.765 -1.403
N -0.508 -3.255 -3.429
C -0.250 -4.419 -4.293
C -1.828 -3.271 -2.814
H 1.901 -1.391 -5.652
H 0.370 -2.276 -5.563
H 1.910 -3.160 -5.692
H 3.591 -2.217 -3.925
H 2.955 -2.074 -2.278
H 2.882 -0.685 -3.397
H 0.818 -4.590 -4.384
H -0.692 -4.294 -5.280
H -0.697 -5.289 -3.812
H -2.083 -2.284 -2.439
H -1.870 -3.999 -2.000
H -2.553 -3.555 -3.575
*
```

Results
- ΔE to the lowest compared entry with this formula, charge and spin: 0.0 kcal/mol
- LUMO: -7.3 eV

[2]
A molecular structure, C21H52Li2N3O2 at a distorted geometry. Source: the Open Molecules 2025 dataset; level of theory: wB97M-V/def2-TZVPD.

Structure (ORCA input):
```
! RIJCOSX wB97M-V def2-TZVPD def2/J DEFGRID3
* xyz 1 1
Li -1.914 -3.130 -0.036
Li 0.283 -1.814 -2.307
O -0.974 -0.393 -0.288
H -0.972 0.456 0.196
C -1.468 5.546 -2.696
C -1.749 5.052 -1.295
N -1.255 6.003 -0.288
C 0.181 6.115 -0.378
C 0.766 7.036 0.718
C -1.747 5.690 1.041
C -1.235 4.304 1.579
H -2.056 4.961 -3.403
H -0.431 5.458 -3.019
H -1.668 6.608 -2.840
H -2.834 5.117 -1.205
H -1.496 3.993 -1.234
H 0.642 5.127 -0.355
H 0.401 6.446 -1.393
H 1.814 7.294 0.560
H 0.309 8.023 0.793
H 0.701 6.504 1.667
H -2.829 5.760 0.928
H -1.580 6.509 1.740
H -1.478 4.057 2.612
H -0.146 4.261 1.618
H -1.577 3.506 0.920
C -0.420 -5.380 4.306
C -0.767 -4.689 3.000
N -2.180 -4.770 2.593
C -3.083 -4.127 3.616
C -3.008 -2.601 3.664
C -2.496 -6.180 2.327
C -3.766 -6.268 1.489
H 0.638 -5.316 4.561
H -0.618 -6.448 4.212
H -0.922 -5.010 5.200
H -0.424 -3.670 3.178
H -0.238 -5.079 2.130
H -4.118 -4.446 3.495
H -2.895 -4.557 4.600
H -3.844 -2.267 4.279
H -2.085 -2.276 4.145
H -3.110 -2.194 2.658
H -2.558 -6.816 3.211
H -1.684 -6.655 1.777
H -4.553 -5.762 2.048
H -4.087 -7.308 1.428
H -3.697 -5.894 0.467
C 2.737 -2.752 -4.765
C 2.725 -1.241 -5.048
N 1.474 -0.512 -4.702
C 0.451 -0.870 -5.718
C -0.921 -0.527 -5.220
C 1.625 0.937 -4.567
C 2.439 1.337 -3.343
H 1.974 -3.295 -5.323
H 2.557 -2.844 -3.694
H 3.747 -3.112 -4.959
H 3.561 -0.772 -4.530
H 2.916 -1.040 -6.102
H 0.651 -0.424 -6.692
H 0.460 -1.951 -5.857
H -1.259 -1.083 -4.346
H -1.124 0.523 -5.009
H -1.698 -0.664 -5.972
H 0.689 1.491 -4.490
H 2.039 1.382 -5.473
H 1.723 1.015 -2.587
H 2.698 2.390 -3.231
H 3.384 0.797 -3.273
C 2.704 0.532 4.145
C 3.774 -0.411 4.699
O 3.513 -1.145 5.653
C 5.198 -0.232 4.237
H 3.096 1.543 4.038
H 1.808 0.600 4.763
H 2.584 0.257 3.098
H 5.945 -0.515 4.979
H 5.500 0.746 3.863
H 5.257 -0.933 3.405
*
```

Results
- ΔE to the lowest compared entry with this formula, charge and spin: 128.1 kcal/mol
- LUMO: -5.0 eV

[3]
A molecular structure, C21H53AsHgN3OSSbSi. Source: the Open Molecules 2025 dataset; level of theory: wB97M-V/def2-TZVPD.

Structure (ORCA input):
```
! RIJCOSX wB97M-V def2-TZVPD def2/J DEFGRID3
* xyz 1 2
Hg 0.014 -0.746 -0.703
C 2.488 1.599 -2.549
As 3.436 1.295 -0.874
C 5.205 2.025 -1.235
C 2.696 2.554 0.427
S 3.604 -0.598 -0.033
H 2.366 2.672 -2.695
H 1.517 1.104 -2.551
H 3.081 1.191 -3.368
H 5.125 3.062 -1.559
H 5.690 1.436 -2.018
H 5.817 1.971 -0.332
H 2.689 3.562 0.023
H 3.321 2.528 1.321
H 1.680 2.251 0.684
C -0.681 0.177 4.490
C -0.633 0.133 2.943
N 0.461 -0.703 2.511
C 1.713 -0.204 3.023
C 1.711 -0.291 4.568
N 0.363 -0.754 4.991
C 0.103 -2.121 4.472
C 0.252 -2.068 2.931
H -1.652 -0.139 4.869
H -0.471 1.176 4.874
H -0.496 1.134 2.530
H -1.556 -0.267 2.521
H 1.832 0.825 2.691
H 2.528 -0.782 2.583
H 1.904 0.680 5.027
H 2.452 -1.001 4.934
H 0.326 -0.772 6.013
H -0.907 -2.410 4.769
H 0.808 -2.817 4.927
H -0.642 -2.447 2.434
H 1.102 -2.661 2.595
C -1.580 -4.927 0.688
Si -2.149 -3.198 0.062
C -2.806 -3.442 -1.714
C -3.582 -2.607 1.216
H -2.401 -5.635 0.619
H -1.239 -4.924 1.718
H -0.770 -5.309 0.077
H -3.441 -4.325 -1.774
H -1.992 -3.577 -2.420
H -3.391 -2.590 -2.050
H -4.442 -3.262 1.118
H -3.909 -1.602 0.966
H -3.294 -2.608 2.263
C 1.589 -3.818 -2.537
N 2.696 -2.978 -2.925
C 4.025 -3.434 -2.601
C 2.460 -1.741 -3.358
O 1.368 -1.210 -3.444
H 1.740 -4.825 -2.929
H 0.677 -3.397 -2.962
H 1.485 -3.860 -1.449
H 4.117 -4.491 -2.853
H 4.224 -3.293 -1.536
H 4.766 -2.870 -3.165
H 3.385 -1.218 -3.678
C -3.599 4.917 -0.263
C -3.544 3.522 0.323
Sb -1.892 2.200 -0.294
C -2.679 1.418 -2.167
C -3.692 2.287 -2.878
C -0.504 3.686 -1.112
C -0.782 4.217 -2.500
H -4.409 5.480 0.200
H -3.779 4.890 -1.334
H -2.672 5.457 -0.080
H -4.460 2.977 0.102
H -3.465 3.582 1.410
H -3.116 0.450 -1.917
H -1.815 1.219 -2.803
H -4.538 2.509 -2.231
H -4.070 1.771 -3.760
H -3.250 3.223 -3.206
H 0.456 3.172 -1.109
H -0.447 4.502 -0.391
H -0.786 3.408 -3.226
H -0.004 4.923 -2.790
H -1.733 4.739 -2.542
*
```

Results
- LUMO (alpha / beta): -2.7 / -2.7 eV
- ⟨S²⟩: 0.76